The following is a DFT calculation (the ωB97M-V functional and the def2-TZVPD basis) of a cluster of 15 separate species, C4H36O14 in total.

```
54
Properties=species:S:1:pos:R:3:forces:R:3:lowdin_charge:R:1
C -1.8523 -0.1216 0.2846 -0.660 -0.241 -0.538 -0.080
C -0.3415 0.1213 0.2254 -0.210 -0.993 -0.581 -0.234
C 0.0133 1.2951 -0.6323 0.288 0.263 0.066 -0.176
C 1.0585 2.0811 -0.4030 0.052 0.652 0.266 0.006
H -2.3741 0.7967 0.6003 0.202 -0.444 0.015 0.068
H -2.2681 -0.3730 -0.7155 0.286 0.103 0.724 0.072
H -2.1472 -0.9396 0.9675 0.248 0.432 -0.267 0.068
H 0.1915 -0.7821 -0.1862 -0.620 0.830 0.237 0.095
H 0.0190 0.2402 1.2294 0.338 0.220 0.357 0.055
H -0.6595 1.4856 -1.4691 0.497 -0.008 0.142 0.086
H 1.3064 2.9378 -1.0249 -0.217 -0.187 -0.168 0.070
H 1.6876 2.0226 0.4910 -0.247 -0.325 -0.372 0.052
H -1.8373 2.8624 0.7432 1.477 -0.448 1.902 -0.037
H -2.3392 4.0851 0.0087 0.009 0.071 0.019 0.069
O -2.3883 3.1281 0.0339 -1.641 0.718 -1.841 -0.039
H -0.7514 -2.7096 -0.6774 0.308 0.054 -0.890 0.046
H -0.7815 -3.2089 -2.1347 -0.680 -1.437 -1.051 0.062
O -0.4819 -2.4895 -1.6238 0.009 0.744 1.999 -0.066
H -0.9665 -2.6401 1.5932 -0.152 0.793 0.989 -0.009
H -0.4722 -3.9930 1.2368 1.190 -1.789 0.666 0.046
O -0.9690 -3.2905 0.8977 -1.184 0.727 -1.700 -0.012
H 3.7394 0.4299 -2.2266 1.791 0.916 -1.071 0.044
H 2.1927 0.3292 -2.3604 0.602 -0.250 0.149 0.045
O 3.0135 0.0583 -1.7924 -2.067 -0.458 0.961 -0.086
H 2.0602 1.3019 3.3875 1.740 1.302 2.567 0.019
H 2.1805 0.6704 2.0440 0.819 -0.226 -0.685 -0.025
O 1.5661 0.9638 2.7053 -2.652 -0.845 -1.425 -0.007
H 0.2523 -1.3948 2.5508 0.969 -0.090 -0.218 0.014
H -0.4547 -1.9277 3.8065 0.239 -0.391 0.819 0.083
O -0.6120 -1.5782 2.9420 -0.945 0.328 -0.258 -0.047
H -2.7673 2.0590 -1.3080 0.368 1.274 1.910 -0.033
H -3.1385 2.1526 -2.7673 0.165 -0.643 0.523 0.094
O -2.8829 1.5195 -2.0645 -0.919 -0.352 -2.703 -0.055
H -1.8581 0.3108 -2.6969 -0.310 0.104 0.210 -0.006
H -1.1208 -1.0328 -2.4567 0.281 -1.614 1.574 -0.034
O -1.2648 -0.3541 -3.0723 -0.103 1.531 -2.156 -0.042
H -2.9679 0.4167 3.1324 2.038 0.218 0.664 0.103
H -1.4536 -0.0888 3.2773 0.000 -0.685 -0.315 -0.016
O -2.0556 0.6259 3.5045 -2.355 0.514 -0.120 -0.071
H 3.0748 0.0758 -0.1136 0.048 0.101 -0.009 0.036
H 4.1987 -0.1405 0.9334 0.236 -0.066 0.112 0.087
O 3.2536 -0.0022 0.8636 0.125 0.058 -0.434 -0.069
H 0.2680 0.2351 -3.4287 1.204 -0.136 -0.342 0.041
H 1.4620 -0.6747 -3.8813 -0.239 0.783 0.363 0.052
O 1.2636 0.2678 -3.6472 -1.002 -0.319 -0.085 -0.107
H 1.1917 -2.2305 0.6897 1.422 0.658 2.550 0.085
H 2.2932 -1.2622 1.3864 -0.724 -1.059 0.009 0.017
O 1.6373 -1.9976 1.5972 -0.536 -0.078 -2.500 -0.116
H -1.3180 2.0082 2.7699 0.001 -0.009 0.038 0.012
H -0.0537 2.2706 1.9635 1.257 -0.517 -0.177 -0.018
O -0.8752 2.6647 2.1973 -1.153 0.763 0.245 -0.049
H 1.1016 -2.3909 -2.2722 1.036 0.537 -0.239 0.006
H 2.5039 -1.5883 -2.3157 -0.350 -0.227 0.167 -0.001
O 1.9240 -2.2048 -2.7923 -0.276 -0.859 -0.099 -0.097
```
Positions in Å, forces in eV/Å.

## Properties
Energy relative to the best compared isomer or geometry (same formula, charge and spin) = 83.5 kJ/mol
Highest occupied orbital energy = -9.2734 eV
Gap between HOMO and LUMO = 9.440 eV
LUMO level = 0.166 eV

***

The following is a DFT calculation (the ωB97M-V functional and the def2-TZVPD basis) of a cluster of 14 separate species, C4H37N2O15 in total.

```
58
Properties=species:S:1:pos:R:3:forces:R:3:lowdin_charge:R:1
N -0.2744 0.4639 -2.1022 -0.143 0.113 0.064 0.213
C -0.4836 -0.6628 -1.1456 -0.086 -0.270 1.371 -0.171
C -1.9948 -0.8101 -0.7332 -0.224 0.251 -1.089 -0.350
C -2.6333 -1.9793 -1.4656 0.221 -0.427 0.193 -0.036
O -2.6860 0.3727 -1.1252 -0.473 0.420 0.452 -0.082
C 0.3604 -0.4048 0.0806 -0.395 -1.442 -3.517 -0.600
N 0.5386 -1.4055 0.9516 -0.880 -1.906 1.781 0.145
O 0.7941 0.7284 0.3047 1.347 4.010 1.363 -0.094
H 0.7014 0.4183 -2.5014 -0.704 -0.039 0.231 0.114
H -0.4082 1.3654 -1.6043 0.240 -0.244 0.040 0.119
H -0.9830 0.4466 -2.8586 0.318 -0.037 0.108 0.105
H -0.1692 -1.5914 -1.6215 0.013 -0.157 -0.241 0.136
H -2.1008 -0.8959 0.3548 0.298 -0.309 -0.088 0.132
H -2.1170 -2.9262 -1.2572 0.047 0.240 -0.039 0.086
H -2.5866 -1.8004 -2.5456 -0.015 -0.043 0.117 0.077
H -3.6696 -2.1199 -1.1724 -0.186 0.153 0.030 0.078
H -3.0147 0.8480 -0.3219 0.266 -0.092 -0.765 0.057
H 0.3635 -2.3583 0.6576 0.439 0.080 0.105 0.092
H 1.1767 -1.2337 1.7126 0.272 -0.331 -0.244 0.082
H 2.2644 0.6256 1.7034 -0.198 0.049 -0.148 0.019
H 2.5620 0.0784 3.1211 0.210 0.001 -0.354 0.019
O 2.9725 0.2254 2.2387 -0.132 0.000 0.245 -0.084
H -3.7766 0.6443 2.0915 0.055 -0.314 0.254 0.020
H -4.3520 0.1337 3.4110 -0.372 -0.030 0.465 0.053
O -3.7000 -0.0862 2.7515 -0.038 0.257 -0.571 -0.063
H 2.7022 0.4260 -3.8846 -0.237 -0.190 0.419 0.082
H 2.7203 0.8066 -2.3342 -0.173 -0.349 -0.147 0.026
O 2.3399 0.1539 -3.0240 0.436 0.623 -0.419 -0.103
H -2.7630 1.0558 -4.6133 -0.129 0.026 0.182 0.057
H -3.0246 0.4778 -3.1623 0.152 0.187 -0.290 0.042
O -2.4602 0.4199 -3.9592 -0.086 -0.191 0.207 -0.061
H -3.9158 2.7572 0.7360 0.322 -0.454 0.076 0.093
H -2.5591 2.2624 1.3700 -0.227 0.121 -0.203 0.036
O -3.4128 1.9548 0.9640 -0.047 0.537 0.241 -0.079
H -0.7972 -0.6667 2.4234 0.267 -0.617 -0.577 0.011
H -2.0633 -0.1079 3.1706 0.600 0.004 -0.129 0.032
O -1.0740 -0.0165 3.0784 -0.484 0.621 0.607 -0.101
H 4.0305 -0.3915 0.9847 0.065 -0.022 -0.243 0.039
H 5.4551 -0.4102 0.3583 -0.468 -0.023 -0.189 0.087
O 4.5136 -0.4517 0.1179 0.542 0.094 0.780 -0.074
H -0.8171 1.6284 2.3796 0.100 0.503 -0.144 0.040
H -0.7920 3.1635 2.7722 -0.041 -0.220 -0.123 0.079
O -0.9477 2.5576 2.0323 -0.149 -0.402 0.481 -0.100
H 2.2310 1.5492 -0.5231 -0.354 -0.269 0.251 0.027
H 3.6998 1.0252 -0.5556 -0.419 0.309 -0.304 0.036
O 3.0589 1.6049 -1.0336 0.675 0.031 0.031 -0.057
H 2.1117 -3.2636 -1.3419 -0.411 -0.466 0.166 0.000
H 1.5916 -4.7469 -1.3784 0.138 -0.083 -0.084 0.021
O 1.3481 -3.8614 -1.1100 0.171 0.674 0.031 -0.100
H 1.3884 -0.7945 5.1892 -0.236 0.109 -0.230 0.055
H 0.4260 -0.1063 4.1121 0.640 -0.263 0.462 0.024
O 1.3626 -0.1923 4.4364 -0.500 0.149 -0.152 -0.081
H 3.0066 -1.3832 -2.3055 0.195 -0.665 0.310 0.018
H 3.8843 -1.6398 -1.0739 -0.375 -0.462 -0.303 0.016
O 3.3790 -2.1248 -1.7674 0.089 0.850 -0.096 -0.093
H -0.2424 4.0814 -0.7044 0.201 0.240 0.066 0.034
H -0.5214 2.9365 0.3306 0.111 0.200 -0.633 0.002
O -0.6430 3.2200 -0.6088 -0.245 -0.535 0.191 -0.082
```
Positions in Å, forces in eV/Å.

## Properties
⟨S²⟩ = 0.753
Energy relative to the best compared isomer or geometry (same formula, charge and spin) = 0.0 kJ/mol
Highest occupied orbital energy (spin up / spin down) = -2.4793 / -9.0887 eV
Spin multiplicity = 2
Gap between HOMO and LUMO (spin up / spin down) = 2.883 / 9.306 eV
LUMO level (spin up / spin down) = 0.403 / 0.217 eV

***

The following is a DFT calculation (the ωB97M-V functional and the def2-TZVPD basis) of a structure of composition C4H38NO14S2.

```
59
Properties=species:S:1:pos:R:3:forces:R:3:lowdin_charge:R:1
N 2.0990 -1.6998 -0.2951 0.283 -0.137 -1.425 0.215
C 1.3107 -0.6897 0.4990 -0.515 -0.007 -0.125 -0.321
C 2.1016 0.6184 0.3764 -0.020 -0.500 -0.065 -0.209
O 3.3575 0.3133 0.8998 1.116 0.189 0.067 -0.065
C -0.1166 -0.5729 -0.0318 -0.039 0.700 0.885 -0.366
S -1.1494 -1.9885 0.4738 -2.116 3.665 -0.708 0.637
S -3.0271 -1.3726 0.7133 -0.906 0.992 0.308 0.516
C -3.8458 -1.2833 -0.8990 -0.036 -0.077 -0.092 -0.433
H 1.8522 -1.6065 -1.3172 -0.060 -0.331 0.993 0.168
H 1.9350 -2.6724 0.0481 -0.177 0.849 -0.514 0.146
H 3.1006 -1.4504 -0.2464 -0.281 -0.096 0.451 0.162
H 1.3394 -1.0627 1.5356 -0.015 0.450 -0.468 0.130
H 2.2414 0.9167 -0.6835 -0.340 -0.140 0.506 0.130
H 1.6114 1.4158 0.9368 -0.156 -0.058 -0.113 0.109
H 3.3978 0.6076 1.8343 -0.014 0.015 -0.224 0.058
H -0.0899 -0.4843 -1.1041 -0.025 0.045 -0.513 0.050
H -0.5295 0.3697 0.3833 0.048 -0.573 -0.110 0.095
H -3.8435 -2.2647 -1.3732 -0.186 0.099 -0.080 0.022
H -3.3866 -0.5539 -1.5560 0.197 0.095 -0.046 0.022
H -4.8737 -0.9487 -0.7096 0.214 -0.255 0.030 0.041
H -0.4470 -3.8250 0.2132 0.801 -0.663 -0.183 -0.006
H 0.8095 -4.3654 1.0540 0.007 -0.264 -0.087 0.105
O 0.3301 -3.5625 0.7986 2.153 -2.631 0.332 -0.281
H -1.1708 -2.6724 3.4447 -0.043 0.054 0.068 0.066
H -0.1132 -2.8189 2.3300 -0.191 0.201 0.618 -0.027
O -0.2921 -2.3773 3.1894 0.458 -0.427 0.349 -0.102
H 0.5843 3.5891 1.3636 -0.241 -0.155 -0.563 0.027
H -0.5247 4.3874 0.6240 -0.170 0.028 -0.159 0.089
O -0.1411 3.5031 0.6429 0.589 0.251 0.413 -0.093
H 1.0151 3.5908 -2.2736 0.056 0.066 -0.001 0.090
H 0.3579 3.0719 -0.9352 0.069 -0.049 -0.719 0.043
O 0.4896 2.8709 -1.9113 -0.117 0.255 0.862 -0.075
H -0.2836 0.8468 3.2582 -0.076 -0.033 -0.061 0.025
H 0.1455 -0.7053 3.3010 -0.269 0.051 0.127 0.017
O 0.4608 0.2205 3.2850 0.476 0.055 0.036 -0.066
H -0.7355 -1.5248 -3.2462 -0.020 -0.023 -0.018 0.011
H -0.0093 -2.8208 -3.6381 0.056 -0.041 -0.047 0.074
O -0.3178 -2.3311 -2.8693 0.090 -0.063 0.018 -0.067
H -1.6416 0.7012 -3.6963 0.078 -0.561 -0.601 0.021
H -1.9568 -0.3321 -4.8727 -0.144 0.108 -0.072 0.068
O -1.3600 -0.1547 -4.1437 0.071 0.375 0.527 -0.083
H -2.1677 2.9319 -3.5993 -0.121 -0.236 0.014 0.077
H -1.0804 2.5186 -2.5942 -0.346 -0.229 -0.210 0.022
O -1.9009 2.1902 -3.0403 0.327 0.557 0.256 -0.056
H -2.1914 2.1907 2.8069 -0.107 0.031 -0.066 0.067
H -0.9612 2.6322 1.9390 -0.432 -0.157 0.319 0.009
O -1.2392 2.3127 2.8269 0.203 0.032 -0.099 -0.059
H 2.1056 2.9123 2.8365 -0.017 0.082 0.098 0.035
H 0.8912 3.7328 3.3415 0.113 -0.049 0.040 0.079
O 1.5158 3.6616 2.6070 -0.025 0.039 0.118 -0.028
H 3.3642 1.1976 4.1054 0.058 0.124 -0.014 0.092
H 2.0161 0.8034 3.4005 0.157 0.373 0.045 0.042
O 2.8547 1.3521 3.3023 -0.423 -0.490 0.241 -0.070
H -2.3459 -3.8844 -0.9444 0.225 -0.306 0.067 0.037
H -1.1633 -3.4759 -1.8098 0.236 0.003 0.074 0.005
O -1.4227 -4.1196 -1.1171 -0.600 -0.916 -0.561 -0.128
H 0.7015 0.3409 -3.7741 -0.098 -0.088 -0.097 0.015
H 1.0316 1.3321 -2.6482 0.068 -0.048 -0.057 -0.017
O 1.3080 0.4880 -3.0410 0.177 -0.177 0.233 -0.067
```
Positions in Å, forces in eV/Å.

## Properties
Total charge = +1
Energy relative to the best compared isomer or geometry (same formula, charge and spin) = 0.0 kJ/mol
Highest occupied orbital energy = -10.9838 eV
Gap between HOMO and LUMO = 8.773 eV
LUMO level = -2.211 eV

***

The following is a DFT calculation (the ωB97M-V functional and the def2-TZVPD basis) of a cluster of 14 separate species, C4H39N2O13 in total.

```
58
Properties=species:S:1:pos:R:3:forces:R:3:lowdin_charge:R:1
C -1.9226 -2.0181 0.0098 -0.919 -4.038 -0.296 -0.024
C -0.9606 -1.0476 0.5935 0.830 2.555 1.602 -0.361
C -0.4016 -1.4790 1.9612 0.898 -0.707 0.762 -0.099
C -0.1469 -0.3005 2.9445 -0.823 -0.311 0.882 -0.126
N 0.5932 0.7413 2.1358 -1.722 1.548 1.428 0.144
N 0.0588 -0.6392 -0.3635 -2.894 -1.278 0.577 0.371
H -2.8218 -2.2123 0.6528 0.654 1.099 -0.616 0.135
H -2.1665 -1.9706 -1.0399 -0.403 0.921 -0.226 0.092
H -1.4736 -3.0502 0.0412 0.260 0.901 0.146 0.110
H -1.5748 -0.1001 0.7417 0.223 -0.682 -0.267 0.168
H -1.0693 -2.2798 2.3630 0.423 0.958 -0.016 0.150
H 0.5965 -1.9778 1.9055 -0.716 0.074 -0.634 0.120
H 0.4720 -0.5670 3.8167 0.169 -0.269 -0.762 0.145
H -1.0733 0.1081 3.4405 1.124 -0.194 -1.227 0.110
H 0.9980 1.5944 2.6431 -0.773 -0.988 -0.580 0.171
H 1.3972 0.2795 1.7429 0.907 -0.075 -0.504 0.062
H -0.0662 1.1662 1.4459 1.012 -0.210 0.489 0.120
H 0.8223 -1.2507 -0.4839 1.874 -0.599 0.173 0.077
H -0.3387 -0.4164 -1.2629 -0.134 0.693 -0.992 0.096
H -0.3358 1.8442 -1.2919 -0.297 1.507 0.326 0.056
H -0.2146 3.3451 -0.7085 -0.673 -1.395 -0.275 0.111
O -0.8169 2.5515 -0.7959 1.322 -0.025 0.050 -0.064
H 1.4864 -1.3953 -2.6184 -0.014 0.004 -0.689 0.032
H 0.4328 -2.5529 -2.9351 1.399 0.830 0.409 0.114
O 1.2811 -2.3269 -2.4579 -1.475 -0.566 -0.319 -0.054
H -2.8108 1.7972 3.6962 -1.927 0.413 1.104 0.044
H -2.1695 1.7046 2.3580 -0.421 0.371 -0.086 0.008
O -1.9779 1.6887 3.3053 1.544 0.043 -0.939 -0.036
H -2.2914 2.4993 0.1697 -0.684 0.247 0.372 0.017
H -3.5052 3.2063 0.8926 0.262 -0.066 -0.020 0.093
O -3.1145 2.3418 0.6973 0.558 0.364 -0.135 -0.075
H 2.8841 -1.2004 1.2058 -0.021 0.073 0.289 0.032
H 3.8404 -0.5951 2.1241 0.286 0.435 0.568 0.085
O 2.8876 -0.6263 2.0021 0.092 -0.796 -1.120 -0.034
H -4.8027 -0.1517 -0.4927 0.995 0.414 -0.478 0.087
H -4.2591 1.2795 -0.4994 0.499 -0.911 0.040 0.046
O -3.9980 0.3613 -0.7558 -1.712 -0.032 0.534 -0.097
H -1.1089 0.2801 -3.2604 0.196 -0.010 0.581 -0.001
H -0.7754 -0.6211 -4.3289 0.825 -0.453 0.416 0.092
O -0.4488 -0.4402 -3.4209 -1.016 0.441 -0.834 -0.091
H 2.1499 3.7361 2.1060 -0.523 -0.373 -0.619 0.090
H 1.8194 2.8320 0.8347 0.424 0.506 0.021 -0.007
O 1.4494 3.2250 1.6491 0.269 0.085 0.682 -0.075
H -3.2268 1.0904 -3.0800 -0.646 -0.303 -0.383 0.073
H -2.5269 1.5260 -1.8374 0.048 0.036 -0.052 0.010
O -2.3542 1.2732 -2.7494 0.521 0.426 0.126 -0.036
H 3.9715 0.3905 -2.6580 0.426 -0.095 -0.189 0.077
H 3.3281 -0.5140 -1.5606 0.740 -0.887 0.371 -0.008
O 3.1597 0.1598 -2.2132 -1.306 0.857 -0.137 -0.029
H 1.0460 -4.5330 -0.3438 -0.245 -1.338 -0.327 0.072
H 1.1261 -3.1145 -1.0640 -0.173 -1.172 -0.297 -0.011
O 1.2771 -3.6312 -0.2343 -0.225 2.011 0.643 -0.039
H 4.0141 -2.7125 -0.6847 2.531 -2.277 -0.130 0.047
H 2.5231 -2.5998 -0.4454 1.129 -0.506 -0.036 -0.005
O 3.3428 -2.1002 -0.6572 -2.746 2.830 0.785 -0.022
H 2.9188 3.1895 -1.1648 1.321 1.116 -0.982 0.058
H 2.5088 1.6928 -1.2357 1.011 -1.701 -1.446 -0.020
O 2.3684 2.5202 -0.8344 -2.286 0.498 2.237 0.001
```
Positions in Å, forces in eV/Å.

## Properties
Total charge = +2
⟨S²⟩ = 0.754
Energy relative to the best compared isomer or geometry (same formula, charge and spin) = 0.0 kJ/mol
Highest occupied orbital energy (spin up / spin down) = -16.7385 / -16.7384 eV
Spin multiplicity = 2
Gap between HOMO and LUMO (spin up / spin down) = 11.545 / 5.709 eV
LUMO level (spin up / spin down) = -5.194 / -11.030 eV

***

Number 1: DFT total energy -33398.7041 eV. Number 2: DFT total energy -38442.5328 eV. Number 3: DFT total energy -56586.5204 eV. Number 4: DFT total energy -34362.7149 eV.